Entry 1:
# C31H57BrCl10FKN4NaO3S

C31H57BrCl10FKN4NaO3S as an isolated structure at a distorted geometry (ωB97M-V/def2-TZVPD, the Open Molecules 2025 dataset).

Summary:
- LUMO: -0.4 eV
- Net charge: -1

Cartesian coordinates (Å):
C 0.153 -5.257 -2.210
C -1.328 -4.812 -2.324
C -1.547 -4.057 -3.642
C -3.022 -3.927 -4.071
C -3.967 -3.383 -2.873
C -4.953 -2.213 -3.342
C -4.478 -0.745 -2.911
C -3.377 -0.063 -3.885
C -2.563 0.893 -3.019
C -1.628 1.811 -3.813
C -1.329 3.077 -3.019
C -0.182 3.896 -3.624
C 1.038 3.935 -2.693
C 0.761 4.600 -1.332
C 0.550 3.525 -0.204
C 1.542 3.620 0.956
N 1.796 2.253 1.458
N 2.631 1.557 0.713
C 2.876 0.361 1.109
C 3.882 -0.349 0.192
C 4.135 -1.813 0.462
O 2.943 -2.636 0.391
C 5.028 -2.115 1.698
N 4.775 -3.359 2.403
C 2.348 -0.321 2.202
C 1.467 0.410 2.966
O 0.877 -0.119 4.039
C 1.261 1.733 2.526
C 0.362 2.633 3.373
C -0.978 3.020 2.730
C -1.945 3.531 3.831
S -1.135 4.779 4.893
H 0.309 -6.251 -2.622
H 0.813 -4.528 -2.704
H 0.417 -5.270 -1.149
H -1.934 -5.720 -2.323
H -1.596 -4.205 -1.464
H -1.042 -4.650 -4.416
H -1.072 -3.072 -3.586
H -3.069 -3.199 -4.915
H -3.388 -4.901 -4.399
H -3.378 -3.103 -1.995
H -4.589 -4.228 -2.574
H -5.212 -2.288 -4.473
H -5.898 -2.404 -2.837
H -5.350 -0.102 -2.820
H -4.037 -0.856 -1.915
H -3.955 0.475 -4.708
H -2.735 -0.877 -4.318
H -3.270 1.529 -2.484
H -1.974 0.266 -2.340
H -0.672 1.311 -4.051
H -2.103 2.102 -4.749
H -2.232 3.681 -3.098
H -1.201 2.848 -1.945
H -0.506 4.918 -3.812
H 0.113 3.417 -4.559
H 1.460 2.927 -2.605
H 1.814 4.542 -3.178
H 1.576 5.249 -1.009
H -0.194 5.122 -1.393
H -0.497 3.487 0.085
H 0.760 2.569 -0.687
H 1.310 4.325 1.747
H 2.493 3.940 0.530
H 3.421 -0.261 -0.801
H 4.800 0.235 0.144
H 4.765 -2.166 -0.363
H 3.003 -3.118 -0.421
H 4.900 -1.310 2.433
H 6.062 -2.054 1.361
H 4.791 -4.134 1.736
H 3.873 -3.350 2.871
H 2.570 -1.344 2.466
H -0.013 -0.430 3.816
H 0.969 3.506 3.611
H 0.177 2.136 4.323
H -1.414 2.201 2.161
H -0.792 3.902 2.122
H -2.708 4.093 3.295
H -2.395 2.728 4.392
H -0.843 4.123 6.030
C 0.186 8.320 6.632
O 0.786 7.863 5.426
H 0.764 9.165 7.000
H -0.842 8.642 6.448
H 0.193 7.527 7.385
H 0.265 7.117 5.112
C -5.572 -1.219 3.522
Cl -5.932 -2.651 4.491
Cl -6.145 -1.464 1.872
Cl -6.400 0.180 4.227
Cl -3.819 -0.960 3.498
C 0.897 -3.811 2.166
C -0.411 -3.213 2.335
N -1.468 -2.801 2.538
H 0.942 -4.336 1.194
H 1.734 -3.083 2.211
H 1.082 -4.548 2.930
C 7.518 -5.095 0.362
Cl 8.789 -6.293 0.008
Cl 7.245 -4.021 -1.033
Cl 5.970 -5.921 0.644
Cl 7.974 -4.169 1.788
Cl -6.356 -1.571 -5.408
Cl 6.187 -1.812 -2.069
K -3.987 -2.076 -5.730
Na 2.611 -3.269 -2.351
Br 2.235 -2.860 4.208
F -2.769 4.081 -4.794

Entry 2:
# C4H8BDyNO3

C4H8BDyNO3 as an isolated structure at a distorted geometry (ωB97M-V/def2-TZVPD, the Open Molecules 2025 dataset).

Summary:
- Spin multiplicity: 6
- LUMO (spin up / spin down): -5.9 / -6.4 eV
- Relative energy (zero: lowest compared OMol25 entry of this formula, charge and spin): 423.33 kJ/mol
- Net charge: +1

Cartesian coordinates (Å):
C -0.804 1.786 -0.532
C -1.274 0.414 0.232
O -2.616 0.182 0.254
N -0.406 -0.584 0.947
C 0.447 0.013 2.039
B 0.343 -1.523 0.033
C 1.290 -0.815 -1.107
O 2.570 -0.483 -0.798
O 0.764 -0.530 -2.483
H 0.208 2.188 -0.074
H -0.692 1.532 -1.693
H -1.592 2.670 -0.466
H 1.396 -0.655 2.317
H -0.221 -0.005 3.029
H 0.737 1.136 1.877
H -0.459 -2.197 -0.536
H 1.080 -2.190 0.703
Dy -0.771 -0.939 -3.739

Entry 3:
# C29H46P2PrSe

C29H46P2PrSe as an isolated structure at a distorted geometry (ωB97M-V/def2-TZVPD, the Open Molecules 2025 dataset).

Summary:
- Spin multiplicity: 3
- LUMO (spin up / spin down): -3.6 / -3.5 eV
- Relative energy (zero: lowest compared OMol25 entry of this formula, charge and spin): 240.92 kJ/mol
- Net charge: +1

Cartesian coordinates (Å):
Pr 1.237 -0.514 0.825
C -0.982 -0.821 2.175
C -0.724 -2.059 1.465
C 0.895 -1.811 3.094
C 0.037 -0.675 3.170
C 0.452 -2.656 2.029
C -2.291 -0.120 2.218
H -2.414 0.584 1.389
H -2.379 0.475 3.135
H -3.126 -0.839 2.198
C -0.012 0.275 4.313
H -1.045 0.563 4.537
H 0.545 1.195 4.115
H 0.425 -0.171 5.215
C 1.862 -2.192 4.157
H 1.539 -1.837 5.147
H 2.837 -1.737 3.957
H 2.011 -3.278 4.203
C 0.970 -4.021 1.739
H 1.523 -4.436 2.588
H 1.648 -4.055 0.878
H 0.144 -4.701 1.508
C -1.690 -2.747 0.573
H -1.663 -3.838 0.710
H -1.462 -2.565 -0.483
H -2.711 -2.395 0.763
C -2.534 2.293 -1.188
C -3.303 1.348 -0.602
C -3.481 -0.018 -1.169
C -3.226 -0.244 -2.707
C -1.822 -0.461 -3.225
C -0.757 -0.681 -2.209
C -0.658 0.498 -1.197
C -1.211 1.836 -1.774
H -4.539 -0.308 -1.009
H -3.727 0.568 -3.260
H -2.898 -0.764 -0.595
H -1.411 1.765 -2.919
H -2.692 3.359 -0.996
H -3.879 1.541 0.306
H -0.447 2.640 -1.706
H -1.227 0.187 -0.316
H -0.874 -1.678 -1.710
H 0.394 0.768 -0.897
H -3.774 -1.184 -2.962
H -1.813 -1.262 -3.984
P -0.552 1.249 -4.366
C -0.473 3.006 -4.873
C -1.515 0.502 -5.712
P 1.063 -0.812 -2.906
C 1.136 0.684 -3.980
C 0.991 -2.103 -4.188
C 2.845 -0.783 -2.541
H 0.487 3.468 -4.602
H -1.278 3.562 -4.368
H -0.624 3.072 -5.962
H -1.339 1.063 -6.641
H -2.569 0.609 -5.404
H -1.286 -0.564 -5.863
H 3.353 -0.448 -3.464
H 3.202 -1.781 -2.270
H 3.071 -0.063 -1.743
H 1.699 1.499 -3.473
H 1.650 0.488 -4.946
H 1.611 -2.947 -3.853
H 1.405 -1.735 -5.139
H -0.024 -2.474 -4.360
Se 3.496 0.561 2.269
C 3.168 1.624 3.827
C 3.270 1.073 5.127
C 2.995 1.850 6.257
C 2.676 3.212 6.136
C 2.638 3.798 4.856
C 2.864 3.010 3.718
H 3.558 0.026 5.232
H 3.033 1.387 7.247
H 2.449 3.817 7.021
H 2.430 4.870 4.747
H 2.822 3.456 2.720